{"formula": "C15H15N5O2", "method": "the ωB97M-V functional and the def2-TZVPD basis", "species": ["C", "C", "C", "N", "C", "O", "C", "C", "C", "C", "N", "C", "C", "C", "C", "N", "C", "N", "C", "C", "O", "N", "H", "H", "H", "H", "H", "H", "H", "H", "H", "H", "H", "H", "H", "H", "H"], "coordinates": [[1.1011, -3.6402, 0.0947], [1.0645, -2.7553, 1.3869], [-0.0437, -2.9960, 2.3872], [2.3186, -2.7568, 2.1418], [2.9927, -1.5794, 2.2009], [4.1629, -1.4924, 2.5894], [2.2373, -0.6203, 1.4653], [2.4579, 0.6998, 1.1810], [1.4540, 1.4887, 0.3921], [0.3713, 0.7675, -0.1655], [-0.4703, 1.3895, -1.1615], [-0.7039, 0.9121, -2.4963], [-2.0856, 1.4885, -2.9145], [-2.2693, 2.4936, -1.8374], [-3.2690, 3.4613, -1.8105], [-3.1798, 4.4296, -0.8575], [-2.1822, 4.4199, -0.0056], [-1.3358, 3.3615, 0.1494], [-1.3222, 2.4510, -0.8293], [0.2184, -0.6828, 0.1142], [-0.8642, -1.2567, -0.0990], [1.0590, -1.3036, 1.0166], [0.1562, -3.7197, -0.4579], [1.8671, -3.2263, -0.5678], [1.4027, -4.6569, 0.3528], [-1.0470, -3.1875, 1.9297], [-0.1969, -2.0433, 2.9484], [0.2916, -3.8195, 3.1055], [2.9427, -3.5032, 2.0381], [3.2814, 1.1280, 1.7934], [1.6017, 2.5482, 0.1923], [-0.8877, -0.1482, -2.4759], [0.1126, 1.1400, -3.1759], [-2.0465, 1.9465, -3.9068], [-2.8856, 0.6791, -2.9043], [-3.9885, 3.5140, -2.6769], [-2.3156, 5.0692, 0.8628]], "forces_ev_per_angstrom": [[0.3, 0.2, 0.7], [-0.1, 0.9, -0.7], [-1.2, -0.5, 0.9], [-0.7, 0.1, -0.2], [3.4, -0.8, 0.2], [-1.7, 0.3, -0.1], [-3.1, 1.5, -1.6], [-1.0, 0.4, 0.9], [-0.2, -3.0, 0.0], [3.0, 1.4, -0.7], [0.8, 0.6, 3.5], [-1.1, -1.3, -0.4], [0.1, -0.8, 0.2], [-2.7, 1.5, -1.2], [1.9, 0.1, 0.0], [-1.0, 0.7, -1.4], [-1.3, -3.0, 0.9], [1.6, -0.1, -0.3], [-0.6, 0.7, -0.6], [-3.2, -0.5, 1.9], [0.8, 0.2, -1.2], [2.7, 2.1, -0.9], [0.2, 0.4, 0.5], [-0.1, -0.1, 0.0], [0.0, 0.0, 0.1], [1.0, -0.2, 0.2], [0.3, -0.8, -0.1], [-0.8, 1.1, -1.0], [0.7, -1.5, 0.2], [-0.5, 0.0, -1.1], [-0.1, -0.3, 0.1], [0.7, -0.7, 0.1], [0.1, 0.2, 0.0], [-0.1, -0.1, 0.2], [1.0, 1.0, 0.0], [0.4, 0.2, 1.4], [0.7, 0.3, -0.5]], "fmax_ev_per_a": 3.8, "relative_energy_kcal_mol": 53.5, "smiles": "CC1(C)NC(=O)c2ccc(N3CCc4cncnc43)c(=O)n21", "homo_ev": -8.232, "orbital_gap_ev": 7.72}